[1]
The following is a quantum chemistry calculation of a structure of composition C26H34ClO2W at a distorted geometry, from OMol25.

```
64
Properties=species:S:1:pos:R:3:forces:R:3
O -0.849 -0.390 -2.391 -0.380 1.101 -1.511
C -1.138 0.971 -2.898 -0.009 0.686 0.312
C -1.350 0.546 -4.341 0.158 0.215 0.558
H -0.288 1.661 -2.784 -0.520 -0.383 0.190
H -2.060 1.402 -2.471 0.538 -0.042 0.089
C -1.006 -0.843 -3.791 -0.292 -0.642 -1.347
H -0.606 0.990 -5.018 -0.483 -0.330 0.037
H -2.390 0.678 -4.669 0.504 -0.101 -0.180
C 0.253 -1.403 -4.389 0.496 -0.283 -0.082
H 1.101 -0.710 -4.337 -0.316 -0.141 0.083
H 0.100 -1.625 -5.455 -0.129 -0.008 0.321
H 0.493 -2.342 -3.874 0.152 0.057 -0.206
C -2.129 -1.840 -3.951 -0.131 -0.161 0.093
H -3.114 -1.404 -3.751 0.150 -0.061 0.138
H -1.944 -2.674 -3.271 -0.169 -0.147 -0.047
H -2.137 -2.220 -4.984 -0.012 0.097 0.363
W -0.574 -0.588 0.990 5.459 -2.014 3.350
C -2.651 -1.078 1.860 -0.336 1.245 -0.245
C -2.201 0.225 2.283 -1.073 0.181 -0.790
C -1.962 1.016 1.095 -2.068 0.219 0.605
H -2.181 0.591 3.300 0.495 -0.151 -0.003
C -2.295 0.199 -0.032 -1.656 1.187 -0.432
C -2.683 -1.094 0.426 -0.852 0.426 0.225
H -3.001 -1.918 -0.218 0.290 0.368 0.324
H -2.982 -1.875 2.529 0.519 0.185 -0.309
H -1.631 2.045 1.058 -0.136 -0.101 0.074
H -2.496 0.605 -1.015 0.578 -0.444 0.265
C -0.024 -2.353 2.657 0.623 -0.882 -0.351
C -0.449 -2.767 1.330 0.469 -0.183 -0.411
C 0.634 -2.458 0.412 0.658 -0.967 1.189
H -1.352 -3.320 1.061 0.520 0.188 0.271
C 1.745 -1.988 1.220 -1.359 -0.627 -1.079
C 1.352 -2.005 2.575 -1.105 -0.026 -0.079
H 2.021 -1.850 3.420 -0.339 0.239 -0.371
H -0.604 -2.459 3.582 0.315 0.123 -0.563
H 0.664 -2.716 -0.638 0.014 0.064 0.097
H 2.747 -1.784 0.846 -0.463 0.149 0.144
O 2.608 0.442 -3.318 -0.347 -0.011 1.578
C 2.523 -0.533 -2.252 0.372 -0.503 -0.498
C 1.884 0.124 -1.026 0.052 0.288 -0.333
H 3.512 -0.955 -1.982 -0.127 0.526 -0.306
H 1.958 -1.394 -2.650 0.108 0.487 0.343
C 1.756 1.628 -1.346 0.303 -0.365 0.050
H 2.554 0.019 -0.172 -0.410 -0.183 -0.052
H 0.888 -0.334 -0.854 0.602 0.331 -0.066
C 2.412 1.747 -2.740 0.362 0.529 -0.200
H 2.317 2.188 -0.581 -0.232 0.021 -0.483
H 0.713 1.963 -1.304 0.385 -0.054 -0.024
H 3.390 2.248 -2.601 -0.357 -0.226 -0.342
H 1.814 2.321 -3.466 0.254 -0.092 0.311
Cl -0.348 3.842 2.326 -0.186 0.213 -0.319
C -0.050 2.687 3.575 0.774 -1.035 0.825
C -0.372 3.064 4.879 0.177 -0.573 0.492
C 0.003 2.248 5.965 0.044 0.218 -0.674
C 0.716 1.078 5.715 -0.137 -0.016 0.419
C 1.000 0.682 4.423 -0.030 0.450 -0.684
C 0.639 1.462 3.303 -0.840 0.737 0.663
C 0.914 1.031 1.922 -0.473 -0.388 -1.683
H -0.902 3.993 5.060 0.119 -0.060 -0.084
H -0.212 2.546 6.989 -0.053 0.004 -0.275
H 1.053 0.448 6.540 -0.129 0.232 -0.152
H 1.559 -0.233 4.258 -0.172 0.325 0.100
H 0.718 1.824 1.175 0.538 -0.194 0.634
H 1.943 0.640 1.800 -0.708 0.305 0.040
```
Forces are in eV/Å.

As for the charge: +1. Its multiplicity is 3. For the LUMO energy (alpha / beta), the calculation gives -3.935 / -4.497 eV. The expectation value of S² is 2.02. The orbital gap (alpha / beta) comes out at 6.53 / 6.48 eV. The energy above the lowest of the compared OMol25 structures with the same formula, charge and spin is 0.0 kJ/mol.

---

[2]
The following is a quantum chemistry calculation of a structure of composition C26H29MgN8O3S4, from OMol25.

```
71
Properties=species:S:1:pos:R:3:forces:R:3
Mg 0.194 0.574 0.334 -0.163 0.616 0.406
O -1.418 -0.674 1.289 -0.431 0.345 -0.033
C -2.508 -0.899 0.373 0.114 -0.029 0.024
C -2.417 0.133 -0.812 0.410 0.020 0.040
O -3.412 0.313 -1.497 0.066 -0.066 -0.073
O -1.257 0.661 -0.956 -0.647 -0.180 -0.368
C -3.834 -0.757 1.113 0.097 0.019 0.050
C -4.530 -1.856 1.602 -0.016 -0.009 0.033
C -5.686 -1.685 2.357 0.046 0.063 -0.034
C -6.156 -0.408 2.629 0.061 -0.024 -0.020
C -5.466 0.696 2.140 0.029 -0.045 -0.002
C -4.313 0.522 1.390 -0.049 0.039 0.005
C -2.294 -2.295 -0.204 0.008 0.097 -0.005
C -1.322 -3.137 0.324 0.021 -0.144 0.068
C -1.112 -4.404 -0.214 -0.041 0.100 -0.006
C -1.870 -4.840 -1.290 -0.060 0.082 -0.016
C -2.856 -4.006 -1.810 0.049 -0.007 0.041
C -3.071 -2.746 -1.271 0.051 0.012 -0.025
H -1.578 0.193 1.746 -0.006 -0.238 0.065
H -4.166 -2.857 1.396 -0.026 0.036 0.015
H -6.215 -2.551 2.735 0.009 0.001 -0.008
H -7.050 -0.271 3.226 0.009 -0.006 -0.043
H -5.826 1.697 2.342 0.026 -0.022 0.011
H -3.777 1.390 1.018 -0.036 -0.047 0.040
H -0.740 -2.797 1.172 -0.008 -0.017 -0.072
H -0.352 -5.049 0.214 -0.009 0.022 -0.012
H -1.697 -5.819 -1.722 -0.028 0.011 0.027
H -3.463 -4.340 -2.644 0.014 0.006 0.001
H -3.827 -2.086 -1.682 0.031 -0.026 0.016
S 3.411 2.282 2.887 0.263 0.377 -0.214
S 2.002 3.773 3.018 -0.137 0.026 -0.123
S 0.110 3.051 3.427 0.000 0.016 0.076
S -0.911 2.424 1.709 0.078 0.049 -0.053
N 2.971 -1.432 2.717 0.215 0.059 0.205
C 2.575 -0.710 3.823 -0.229 -0.348 0.038
C 1.518 0.046 3.419 -0.177 -0.192 -0.088
N 1.270 -0.192 2.093 0.195 -0.221 -0.009
C 2.160 -1.075 1.702 -0.038 -0.214 -0.549
C 2.090 -1.626 0.346 -0.034 0.242 0.598
N 1.222 -1.153 -0.519 0.096 -0.187 -0.134
C 1.344 -1.924 -1.654 -0.151 0.192 0.067
C 2.304 -2.864 -1.465 0.042 -0.027 -0.011
N 2.772 -2.661 -0.179 0.211 -0.236 -0.058
H 3.811 -1.978 2.654 0.000 -0.044 0.018
H 3.086 -0.776 4.768 0.023 0.054 -0.109
H 0.944 0.768 3.978 0.084 -0.052 -0.105
H 0.715 -1.758 -2.515 0.045 -0.005 0.077
H 2.689 -3.644 -2.099 -0.037 0.049 0.049
H 3.476 -3.208 0.281 0.001 -0.001 0.004
C 2.981 1.543 -0.844 -0.061 0.142 -0.058
N 3.818 2.329 -1.748 -0.116 0.132 0.030
C 3.626 3.753 -1.415 -0.113 -0.123 -0.046
N 2.227 4.166 -1.571 -0.001 -0.168 0.030
C 1.403 3.362 -0.659 0.296 -0.140 -0.204
N 1.535 1.897 -0.957 0.107 -0.030 -0.285
C 1.131 1.700 -2.385 0.214 0.121 0.168
N 1.953 2.483 -3.309 0.042 0.071 0.131
C 3.358 2.107 -3.118 -0.123 0.053 0.097
C 1.811 3.903 -2.946 0.020 -0.148 0.092
H 3.298 1.718 0.187 -0.029 -0.003 0.121
H 3.104 0.487 -1.097 -0.047 0.017 -0.008
H 4.253 4.354 -2.078 -0.003 0.010 -0.005
H 3.930 3.915 -0.380 -0.003 -0.021 0.002
H 0.357 3.639 -0.756 -0.090 -0.005 -0.005
H 1.720 3.547 0.364 -0.026 -0.065 0.119
H 0.086 1.978 -2.489 -0.059 -0.006 0.031
H 1.237 0.643 -2.638 -0.004 -0.010 0.054
H 3.977 2.695 -3.799 0.011 0.029 -0.032
H 3.472 1.048 -3.362 0.013 -0.029 -0.008
H 0.764 4.187 -3.060 -0.021 0.014 -0.015
H 2.419 4.501 -3.628 0.025 0.013 -0.012
```
Forces are in eV/Å.

As for the charge: -1. For the LUMO energy, the calculation gives 1.670 eV. The orbital gap comes out at 4.91 eV. The energy above the lowest of the compared OMol25 structures with the same formula, charge and spin is 27.5 kJ/mol.